# 1
ORCA calculation (ωB97M-V/def2-TZVPD) on a 2-piece molecular cluster, C3H4ClNO overall.

Geometry (Å):
O 0.3106 -1.6899 1.8115
N 0.0656 -0.4202 1.5445
C 0.6158 0.1593 0.5868
Cl 0.6847 1.8667 0.5081
H 0.9144 -2.1469 1.1877
H 1.5458 -0.3169 -0.0135
C -0.8480 0.7695 -1.9530
C -1.2602 0.4488 -0.8960
H -0.3783 0.8997 -2.8910
H -1.6504 0.4299 0.1149

Results
- SMILES: O/N=C/Cl.C#C
- Frontier orbital gap: 10.334 eV
- DFT total energy: -19230.318 eV
- Lowest unoccupied orbital energy: 0.67 eV

Atomic partial charges in e from the natural (NBO) method, atoms 1 to 8: O -0.51; N -0.13; C -0.03; Cl 0.04; H 0.45; H 0.18; C -0.23; C -0.26


# 2
ORCA calculation (ωB97M-V/def2-TZVPD) on C3H4ClNO2 in the gas phase.

Geometry (Å):
O -2.2856 -1.2226 -0.0193
C -1.7889 -0.1094 -0.4168
C -0.2849 0.0385 -0.1717
C 0.5586 -0.9290 0.4429
Cl 2.2428 -1.1666 -0.3519
N 0.1022 1.2765 -0.3141
O 1.2642 1.4641 0.1605
H -2.2864 0.5068 -1.0335
H -0.0592 -1.9439 0.4389
H 0.6199 -0.3277 1.4618
H 1.9174 2.4132 -0.1970

Results
- SMILES: O=C/C(CCl)=N/O
- Frontier orbital gap: 9.548 eV
- DFT total energy: -21278.590 eV
- Lowest unoccupied orbital energy: -0.28 eV

Atomic partial charges in e from the natural (NBO) method, atoms 1 to 8: O -0.54; C 0.39; C 0.01; C -0.44; Cl -0.06; N -0.05; O -0.51; H 0.16